73
Properties=species:S:1:pos:R:3:forces:R:3 method="wB97M-V/def2-TZVPD" e_above_lowest_ev=0.401 total_charge=-2 e_lumo_ev="4.4253 / 4.4238" multiplicity=2 s2=0.75 energy_ha=-6846.6197 e_homo_ev="-1.204 / -1.483" max_force_ev_per_a=1.67 gap_ev="5.6 / 5.9"
H 5.8119 2.4825 -2.9597 0.02 -0.02 -0.05
H 0.2554 -3.0128 -3.1471 -0.14 -0.05 0.13
H -0.3556 -0.6447 4.9834 0.02 0.07 -0.03
C 4.9248 2.4587 -2.3367 0.24 0.08 -0.02
N 2.4886 -0.1169 1.1897 0.16 0.53 0.23
C 0.9774 -2.9052 -3.9514 0.19 0.32 0.12
C 4.8052 3.3504 -1.2834 0.26 0.19 0.06
H 1.4806 0.6673 -5.0694 0.06 -0.01 -0.12
C 1.1199 0.5098 3.1171 -0.83 -0.13 -0.05
Ge 1.2169 0.2409 -1.9569 0.87 0.44 -1.35
Cl -2.4519 -1.8088 6.4645 0.09 -0.02 0.30
C 0.4314 1.4261 -3.3756 0.00 -0.25 0.23
O 1.1526 0.8262 4.3170 0.31 0.07 0.12
C 4.7858 0.5315 1.0217 0.18 -0.10 0.16
C -2.1538 -0.6652 2.0794 -0.18 0.10 0.46
C -0.4907 2.3723 -2.9478 -0.04 0.02 0.25
C -4.0766 0.0846 -2.2161 0.00 0.11 0.12
C -1.7243 -0.5821 -3.3382 -0.18 -0.21 -0.38
H 3.3239 1.8311 3.7742 -0.03 0.05 0.08
H 3.7412 -2.4775 -5.3902 -0.02 -0.24 0.04
H 4.5196 -2.0744 -2.0803 0.14 0.13 0.00
H -4.9814 0.3298 -1.6798 0.01 0.04 0.00
C -0.7633 3.1865 -5.1825 -0.18 0.20 -0.15
H -2.7390 -0.5677 -5.2346 0.08 0.01 -0.01
N -2.0023 -0.3748 0.7445 0.25 0.02 -0.85
C 0.7579 1.3966 -4.7239 0.16 -0.19 0.06
H 3.5830 4.0387 0.3297 -0.05 0.00 0.09
N -1.7519 -0.4314 -2.0251 -0.44 -0.18 0.11
C -1.0842 3.2490 -3.8355 -0.14 0.20 -0.03
C 4.6933 1.2715 2.1904 -0.22 -0.13 -0.18
C -4.0332 -0.0692 -3.5840 0.13 -0.09 -0.11
H 3.9999 0.8508 -3.4075 0.10 -0.02 -0.10
C 3.6730 3.3309 -0.4850 0.04 0.23 0.03
H 3.7036 -0.7120 -0.3492 -0.02 -0.02 -0.06
H 5.5516 1.8055 2.5758 0.04 0.05 0.03
C -3.4087 -1.5944 3.9312 0.16 -0.02 0.04
C 3.4974 -1.4569 -5.1078 -0.46 0.30 0.56
C -3.3154 -1.2521 2.5959 0.12 0.05 0.05
O -4.1674 0.3664 0.4601 -0.38 0.03 -0.15
H 3.1164 -2.7611 -1.2761 -0.09 -0.06 0.17
C -2.9100 -0.1010 -1.4670 -0.38 0.01 -0.35
C -2.3451 -1.3696 4.7839 -0.08 -0.08 -0.12
H 0.4232 2.2225 -6.6771 0.03 -0.04 -0.03
C 3.4744 1.3057 2.8443 0.01 0.03 0.01
Pd 0.3528 0.0650 0.2125 -0.39 -0.85 1.22
H -1.8068 3.9781 -3.4883 -0.04 -0.01 0.04
H -4.1577 -1.4424 1.9496 0.02 0.08 -0.03
H 1.4332 -3.8741 -4.1369 0.20 -0.15 -0.02
H -1.2502 3.8507 -5.8885 0.04 0.02 0.00
C 3.6606 -0.1331 0.5624 0.16 -0.15 0.07
C 0.1674 2.2624 -5.6239 -0.05 0.11 -0.33
C -1.1775 -0.8066 4.3054 -0.02 0.06 0.03
C 3.9154 1.5442 -2.5795 -0.03 -0.12 -0.06
C 2.3952 0.6064 2.3169 0.40 -0.27 0.03
Ge 2.3395 -1.5259 -3.4150 0.19 -0.80 -0.11
C 2.6800 2.4026 -0.7304 -0.29 0.24 0.13
H 4.4283 -0.9245 -4.9355 0.15 0.11 0.08
C 3.5796 -2.5967 -2.2449 -0.28 0.30 -0.12
H 1.7903 2.3567 -0.0934 0.25 0.08 -0.09
C -3.0643 -0.0092 0.0283 0.48 -0.02 0.87
H 5.7170 0.4637 0.4772 0.00 0.01 -0.10
H -4.9195 0.0595 -4.1935 -0.05 0.03 0.01
H -0.7716 -0.8634 -3.7634 0.08 -0.03 -0.07
H 2.9940 -0.9873 -5.9478 -0.14 0.10 -0.12
C 2.7856 1.4910 -1.7750 -0.16 -0.20 0.02
H -0.7521 2.3883 -1.8925 -0.09 0.07 -0.03
C -1.0565 -0.4390 2.9637 -0.60 -0.15 0.17
H 0.4353 -2.6152 -4.8491 -0.07 0.10 -0.13
H 3.8074 -3.5643 -2.6847 -0.02 -0.16 -0.17
Cl -4.8726 -2.3210 4.5301 -0.30 -0.11 -0.03
N 0.0947 0.0474 2.4052 0.76 0.22 -0.45
C -2.8245 -0.4208 -4.1657 -0.03 0.02 -0.08
H 5.6027 4.0567 -1.0789 -0.01 0.03 -0.01